12
Properties=species:S:1:pos:R:3 method="wB97M-V/def2-TZVPD" e_homo_ev="-6.290 / -10.272" charge=0 s2=2.03 homo_lumo_gap_ev="7.14 / 7.96" e_tot_ha=-364.5032 multiplicity=3 e_above_lowest_kcal_mol=68.1 lumo_energy_ev="0.85 / -2.31"
C 0.0413 0.9336 -0.1983
C 1.4182 0.9902 -0.2629
C 0.3932 -1.5584 -0.0516
C -0.4928 -0.3063 0.5130
N 1.6492 -1.6164 -0.2914
N 2.1712 0.0329 0.3219
F 3.5757 0.0948 0.0096
H -0.6443 1.5414 -0.5399
H 2.0214 1.7967 -0.6900
H -0.2677 -2.4613 -0.1292
H -0.4139 -0.2677 1.6369
H -1.5680 -0.3990 0.2686